# 1
{"formula": "C35H22N7O2STi", "method": "ωB97M-V/def2-TZVPD", "symbols": ["Ti", "O", "C", "O", "C", "C", "C", "N", "C", "C", "C", "C", "C", "C", "C", "N", "C", "C", "C", "C", "C", "N", "H", "H", "H", "H", "H", "H", "H", "H", "H", "H", "C", "C", "N", "C", "C", "C", "C", "C", "C", "C", "N", "C", "C", "C", "C", "C", "C", "C", "C", "N", "C", "H", "H", "H", "H", "H", "H", "H", "H", "H", "H", "H", "H", "S", "C", "N"], "coordinates": [[-0.00846, 0.26910, -0.34535], [7.11802, 1.19437, 0.02009], [6.56861, 0.12731, -0.20232], [6.94795, -1.03266, -0.46907], [4.96405, 0.23238, -0.32060], [4.24140, -0.86780, -0.80785], [2.82157, -0.80010, -0.76753], [2.20669, 0.31547, -0.37919], [2.84550, 1.37070, 0.13353], [4.23109, 1.32183, 0.21253], [1.98353, 2.41377, 0.60366], [2.52186, 3.56459, 1.20388], [1.60404, 4.54031, 1.52836], [0.23765, 4.27515, 1.40402], [-0.18923, 3.01353, 1.06371], [0.69088, 2.15777, 0.49497], [1.93647, -1.92187, -1.22616], [2.46911, -3.17688, -1.46546], [1.57317, -4.16080, -1.79194], [0.24631, -3.91214, -1.70007], [-0.23162, -2.63020, -1.55561], [0.61427, -1.66901, -1.26404], [4.82153, -1.75082, -1.15355], [4.74460, 2.14630, 0.62515], [3.59384, 3.63163, 1.40434], [1.97091, 5.47291, 1.87479], [-0.38463, 5.10951, 1.73721], [-1.21090, 2.68511, 1.15811], [3.54615, -3.33412, -1.40859], [1.88644, -5.12842, -2.05609], [-0.41665, -4.72281, -2.02918], [-1.23532, -2.37470, -1.61775], [1.34735, -1.94152, 3.64831], [1.42506, -1.32481, 2.36928], [0.36650, -1.07604, 1.61208], [-0.84586, -1.36010, 2.19706], [-1.07012, -1.76185, 3.51503], [0.12658, -2.15043, 4.18718], [-2.38198, -1.84260, 4.07789], [-3.46634, -1.55317, 3.34048], [-3.28252, -1.10724, 2.00796], [-2.05529, -1.02122, 1.42033], [-1.76197, -0.55450, 0.14225], [-2.83983, -0.28268, -0.65893], [-3.98765, -1.04595, -0.89913], [-4.98943, -0.71035, -1.83307], [-4.88923, 0.43572, -2.56687], [-3.79459, 1.34205, -2.25781], [-3.63986, 2.53322, -2.95475], [-2.52356, 3.28722, -2.66116], [-1.61017, 2.85699, -1.69451], [-1.71262, 1.71525, -1.10325], [-2.75492, 0.93346, -1.38373], [2.32854, -2.19741, 4.10599], [2.42539, -1.12396, 1.98609], [0.05698, -2.40485, 5.23864], [-2.38503, -2.04919, 5.19144], [-4.47623, -1.53204, 3.71243], [-4.17016, -0.70427, 1.39775], [-4.07745, -2.00319, -0.49762], [-5.80835, -1.36090, -2.11586], [-5.56666, 0.72378, -3.26933], [-4.47414, 2.78652, -3.61067], [-2.27940, 4.21628, -3.13962], [-0.69871, 3.38705, -1.32344], [0.15489, -0.33407, -5.07494], [0.29061, 0.22654, -3.56154], [0.31131, 0.63879, -2.44791]], "forces_ev_per_angstrom": [[0.939, -0.111, -1.386], [0.427, 0.528, 0.524], [-1.201, -1.041, -1.317], [0.111, 0.665, 0.475], [-0.509, -0.244, 0.833], [-0.541, 0.177, 0.279], [1.340, 0.101, -0.838], [-1.336, -1.008, 0.263], [1.678, -2.045, -0.892], [-0.129, -0.633, -0.898], [0.969, 0.867, 0.582], [-0.676, -0.346, -0.135], [0.441, -0.918, -0.601], [0.130, 0.974, 1.172], [0.640, 0.651, -0.645], [-1.280, 0.035, 1.167], [0.474, 0.483, 0.832], [0.452, 0.716, -0.230], [0.730, 0.056, 0.735], [-1.992, -0.989, -1.866], [1.607, -0.806, 0.516], [0.950, 0.833, 0.721], [-0.501, 0.869, 0.324], [0.863, 0.599, 0.317], [-0.504, 0.191, -0.264], [-0.020, 0.803, 0.361], [-0.408, -0.730, -0.160], [-0.145, 0.076, -0.223], [-0.415, -0.040, -0.144], [0.511, -1.103, -0.192], [-0.015, 0.466, 0.465], [-1.726, 0.324, -0.050], [1.385, 0.294, -1.108], [0.086, -0.676, -0.138], [-0.145, 0.261, 1.011], [-2.255, 0.919, -1.040], [1.290, -0.725, -0.196], [-0.925, 0.801, 1.404], [1.328, -0.495, 2.281], [-0.134, 0.818, -0.869], [-1.754, 0.710, -1.117], [2.227, -0.433, 0.153], [-0.855, -0.298, 1.123], [-1.839, -0.072, -1.537], [0.910, 0.589, -0.553], [0.254, 0.794, -1.043], [2.751, 0.389, 2.959], [-0.455, -1.873, -0.578], [0.266, 0.476, 0.476], [-0.037, 0.662, -0.303], [1.285, 0.792, 0.179], [0.342, -1.168, 0.844], [-1.606, -0.038, -0.044], [-1.128, 0.213, -0.027], [-0.302, 0.214, -0.244], [-0.062, -0.524, -0.046], [-0.393, -0.017, -1.514], [-0.051, -0.172, 0.364], [1.391, -0.936, 1.273], [-0.013, -1.358, 1.064], [0.137, -0.357, 0.546], [-1.861, 0.638, -1.888], [0.646, 0.406, -0.160], [-0.282, 0.309, -0.265], [-1.007, 0.191, -1.114], [0.159, 0.067, 0.323], [-0.358, 0.467, 0.843], [0.141, -0.269, -0.780]], "e_tot_ha": -3128.52616, "lumo_energy_ha": [-0.033, -0.040], "e_above_lowest_kj_mol": 113.7, "s_squared": 0.754, "multiplicity": 2, "total_charge": 0, "orbital_gap_ev": [6.80, 6.78]}

=====

# 2
{"formula": "C35H23N5O5Pt", "method": "ωB97M-V/def2-TZVPD", "symbols": ["Pt", "C", "O", "C", "C", "C", "C", "C", "C", "C", "N", "C", "C", "N", "C", "C", "C", "C", "N", "C", "C", "N", "C", "C", "C", "C", "H", "H", "H", "H", "H", "H", "H", "H", "H", "H", "H", "H", "H", "H", "O", "C", "O", "C", "C", "C", "C", "C", "C", "N", "O", "O", "H", "H", "H", "H", "C", "C", "C", "C", "C", "C", "C", "C", "H", "H", "H", "H", "H"], "coordinates": [[-0.63560, 0.52801, 3.20214], [5.02285, -1.33681, -9.03287], [4.23295, -2.25842, -8.29240], [3.76050, -1.85378, -7.09495], [3.92609, -0.57198, -6.57931], [3.38799, -0.25871, -5.34113], [2.68376, -1.20270, -4.60181], [2.53516, -2.48870, -5.12861], [3.06423, -2.81217, -6.35787], [2.10757, -0.81190, -3.31567], [2.26376, 0.36334, -2.73465], [1.54780, 0.33699, -1.57987], [0.92197, -0.90946, -1.43563], [1.31175, -1.60945, -2.56799], [0.09020, -1.46665, -0.43860], [-0.22506, -2.81501, -0.33594], [-0.89277, -3.29537, 0.77042], [-1.19321, -2.41626, 1.84491], [-0.99227, -1.14335, 1.81370], [-0.44994, -0.53551, 0.62554], [0.97638, 1.49120, 0.56662], [0.81723, 2.53296, 1.33272], [1.20797, 3.72059, 0.86418], [1.77260, 3.87522, -0.38837], [1.90895, 2.76079, -1.19496], [1.50098, 1.52129, -0.72525], [5.36987, -1.87346, -9.90955], [5.88277, -0.99698, -8.45236], [4.43292, -0.47320, -9.34784], [4.46475, 0.18642, -7.12954], [3.50645, 0.73447, -4.92739], [2.01289, -3.26108, -4.57483], [2.95948, -3.80564, -6.77522], [1.01458, -2.53763, -2.80772], [0.10981, -3.51700, -1.09125], [-1.11471, -4.34853, 0.86612], [-1.61763, -2.80059, 2.76684], [1.04855, 4.56584, 1.52327], [2.08229, 4.85387, -0.73123], [2.31363, 2.83278, -2.19612], [-1.36398, 1.18220, -0.84150], [-1.59861, 0.30701, -0.06046], [0.65686, 0.25157, 1.14248], [-3.01110, -0.17494, 0.15255], [-3.71228, 0.03757, 1.33920], [-5.03202, -0.37592, 1.44226], [-5.65692, -1.00809, 0.37890], [-4.94109, -1.20751, -0.78605], [-3.63169, -0.78890, -0.92446], [-5.59165, -1.88596, -1.92421], [-4.89335, -2.19524, -2.87204], [-6.78348, -2.10750, -1.84322], [-3.22337, 0.52632, 2.17101], [-5.57718, -0.20733, 2.36191], [-6.68138, -1.34583, 0.43636], [-3.10963, -0.94581, -1.85880], [-0.99455, 1.13130, 5.02241], [-0.90376, 1.54072, 6.16400], [-0.79118, 2.02864, 7.50998], [-1.61493, 1.53928, 8.52802], [-1.48645, 2.00875, 9.82682], [-0.53699, 2.97367, 10.13453], [0.28653, 3.46776, 9.13070], [0.16280, 3.00180, 7.83076], [-2.35447, 0.78693, 8.28606], [-2.12964, 1.61699, 10.60600], [-0.43932, 3.33938, 11.14982], [1.03245, 4.21824, 9.36441], [0.80290, 3.38143, 7.04502]], "forces_ev_per_angstrom": [[0.172, -0.389, 0.368], [-0.063, -0.037, 0.016], [0.160, 0.035, -0.129], [-0.042, 0.056, 0.060], [0.013, 0.071, 0.058], [-0.017, 0.020, 0.050], [-0.022, 0.049, 0.029], [0.004, -0.007, 0.035], [-0.012, -0.083, -0.020], [-0.015, 0.077, 0.029], [0.064, 0.041, -0.104], [0.077, 0.055, -0.073], [-0.048, -0.072, -0.057], [-0.002, -0.119, 0.090], [0.039, 0.198, 0.265], [-0.088, -0.053, -0.014], [-0.042, -0.136, -0.129], [-0.304, -0.010, 0.296], [0.614, 0.508, -0.091], [0.302, -0.007, -0.575], [0.089, -0.316, -0.199], [0.005, -0.112, 0.169], [-0.018, -0.063, 0.005], [-0.006, 0.205, 0.071], [0.055, -0.117, -0.143], [-0.068, -0.219, -0.014], [-0.010, -0.028, -0.018], [0.011, -0.023, 0.015], [-0.019, -0.005, 0.013], [-0.029, -0.025, 0.026], [0.002, -0.019, -0.043], [-0.001, 0.020, -0.032], [-0.013, 0.035, 0.032], [-0.008, 0.013, -0.034], [-0.008, 0.018, 0.033], [-0.015, 0.048, 0.050], [0.073, -0.045, -0.015], [0.026, -0.021, -0.011], [-0.022, -0.043, 0.014], [-0.005, -0.017, 0.036], [0.232, 0.129, -0.115], [-0.239, -0.270, 0.300], [-0.808, 0.708, -0.091], [0.015, 0.079, 0.108], [0.015, -0.051, -0.094], [0.004, 0.016, 0.031], [-0.108, -0.059, -0.059], [0.016, 0.035, 0.027], [0.107, -0.066, -0.131], [-0.043, -0.128, -0.086], [-0.054, 0.099, 0.144], [0.143, 0.054, 0.031], [0.055, 0.023, 0.078], [0.024, 0.006, -0.031], [0.005, 0.012, 0.012], [-0.030, 0.004, 0.008], [-0.012, -0.131, -0.332], [-0.144, 0.096, 0.303], [0.046, 0.027, -0.068], [-0.005, 0.007, 0.007], [-0.002, -0.016, -0.026], [0.011, 0.015, -0.006], [-0.014, -0.026, -0.026], [-0.031, -0.023, 0.028], [0.010, 0.006, 0.011], [0.005, 0.007, -0.037], [-0.001, -0.020, -0.039], [-0.024, -0.015, -0.024], [0.000, 0.001, 0.018]], "e_tot_ha": -2116.61639, "lumo_energy_ha": [-0.024, -0.089], "e_above_lowest_kj_mol": 282.4, "s_squared": 2.062, "multiplicity": 3, "total_charge": 0, "orbital_gap_ev": [6.65, 4.77]}

=====

# 3
{"formula": "C35H25Br2F5N3O6STb", "method": "ωB97M-V/def2-TZVPD", "symbols": ["Tb", "O", "C", "O", "C", "C", "C", "C", "C", "N", "C", "O", "O", "H", "H", "H", "H", "Br", "C", "C", "C", "Br", "C", "C", "C", "C", "N", "C", "C", "O", "H", "H", "H", "H", "F", "C", "C", "F", "C", "F", "C", "S", "C", "F", "C", "F", "C", "C", "C", "C", "C", "C", "C", "O", "C", "C", "C", "H", "H", "H", "H", "H", "H", "H", "H", "H", "H", "H", "H", "C", "C", "C", "N", "H", "H", "H", "H", "H"], "coordinates": [[0.37385, -0.18189, 1.30204], [3.76659, 2.20364, 3.89832], [3.10009, 1.48735, 2.95314], [2.28965, 1.91244, 2.21527], [3.49528, 0.06070, 2.90278], [4.60853, -0.39115, 3.61085], [4.98982, -1.67559, 3.49867], [4.25617, -2.51035, 2.65666], [3.19775, -1.95167, 1.95629], [2.84057, -0.63621, 2.05189], [2.25923, -2.79756, 1.05646], [2.69887, -3.92451, 0.86464], [1.20505, -2.21871, 0.62065], [3.37384, 3.06979, 3.89651], [5.13215, 0.33519, 4.20256], [5.84928, -2.00770, 4.02481], [4.48583, -3.55688, 2.38072], [-1.42332, 4.59753, -0.34702], [-0.10666, 3.49370, -1.21485], [0.35119, 3.82424, -2.49614], [1.17123, 3.14074, -3.26713], [1.64035, 3.72773, -5.00236], [1.66400, 1.91632, -2.81364], [2.66205, 1.08401, -3.40029], [2.98270, -0.08865, -2.72369], [2.44283, -0.34328, -1.43569], [1.59859, 0.38951, -0.81874], [1.24281, 1.50008, -1.47291], [0.23474, 2.25121, -0.72663], [-0.29247, 1.77234, 0.33533], [-0.01045, 4.78767, -2.88157], [3.02383, 1.29201, -4.35322], [3.59660, -0.80352, -3.27683], [2.83948, -1.20445, -0.92194], [-4.24492, -2.80122, 5.56153], [-3.15922, -2.01424, 5.45724], [-2.95400, -0.76975, 6.03389], [-3.80285, -0.34821, 6.95961], [-1.91901, 0.03933, 5.64099], [-1.78326, 1.33048, 6.13616], [-0.99225, -0.36460, 4.67986], [0.24821, 0.65446, 4.03114], [-1.17572, -1.64787, 4.15933], [-0.39457, -2.13282, 3.13780], [-2.24567, -2.38909, 4.50627], [-2.47816, -3.58553, 3.90018], [-1.64028, 0.09056, -6.80098], [-1.32006, -0.55282, -5.40496], [-2.01400, 0.13169, -4.38667], [-1.86997, -0.33842, -3.08525], [-2.67221, 0.40375, -2.05992], [-1.03274, -1.43568, -2.87205], [-0.81250, -1.86606, -1.40642], [-1.23443, -1.26628, -0.42354], [-0.35347, -2.12087, -3.91172], [0.35363, -3.41075, -3.75448], [-0.51349, -1.63782, -5.20531], [-2.10227, 1.07674, -6.66052], [-2.31259, -0.62939, -7.39519], [-0.82126, 0.28627, -7.40595], [-2.75387, 0.85080, -4.50425], [-3.33073, 1.11504, -2.55097], [-2.11894, 0.97258, -1.33318], [-3.26455, -0.33295, -1.42456], [-0.29342, -2.89406, -1.36098], [0.05327, -3.76988, -2.76902], [1.47356, -3.26095, -3.72370], [0.21752, -4.15212, -4.56467], [-0.14614, -2.19345, -6.06854], [-2.95312, 3.05209, 3.01740], [-3.58973, 2.08912, 1.98042], [-2.85342, 0.87167, 1.96550], [-2.14016, -0.00632, 1.82761], [-3.61510, 3.94712, 3.07041], [-2.04329, 3.41522, 2.62896], [-2.83646, 2.55793, 3.94404], [-3.47129, 2.55439, 1.00614], [-4.62712, 1.92783, 2.15341]], "forces_ev_per_angstrom": [[-0.267, 0.252, 0.156], [-0.276, -1.056, -0.719], [1.730, -0.597, 1.871], [-1.883, 1.404, -1.484], [2.047, 1.487, 1.190], [-0.751, 1.631, 0.191], [-0.045, -1.358, -0.642], [-0.140, -0.371, -0.955], [-1.286, 0.855, -0.285], [-1.116, -2.897, -0.770], [1.697, -0.366, 0.546], [-0.957, 0.106, -0.506], [0.169, -0.082, 0.238], [-0.299, 0.941, 0.059], [0.167, -0.025, 0.304], [0.597, -0.463, 0.342], [-0.099, 0.717, 0.628], [0.651, -0.544, -0.339], [-0.097, -0.368, -0.680], [-2.118, 3.591, 0.640], [1.177, -1.435, -1.222], [-0.003, 0.131, -0.050], [1.156, -1.510, 2.388], [-1.776, -1.071, 2.203], [-0.313, 0.999, -0.836], [2.587, -2.141, -1.502], [-0.306, 0.721, 0.053], [-1.699, 1.945, -0.972], [0.070, 0.586, -0.102], [0.156, -1.121, 0.951], [0.111, -0.384, 0.088], [0.685, 0.331, -1.457], [0.052, 0.065, 0.763], [-0.248, -0.322, 0.093], [0.259, 0.676, 0.820], [0.048, 0.237, -0.713], [-0.996, -0.308, 0.595], [-0.472, 0.323, 0.397], [1.299, 1.499, -0.231], [-0.544, -1.805, -0.290], [0.161, -0.448, -0.417], [0.325, 0.300, -0.195], [0.675, 0.751, -0.524], [-0.204, 0.564, 0.543], [-0.785, -2.536, -0.505], [0.323, 0.735, 0.174], [-1.865, -1.903, 0.964], [-1.758, 3.245, -1.980], [1.891, -3.098, 1.056], [-0.018, 1.014, -0.767], [-1.014, -1.310, 1.153], [0.872, -0.577, 2.603], [-0.359, -1.192, -1.950], [1.069, -0.326, -0.665], [-1.017, 0.497, -0.795], [1.746, -0.282, 0.908], [-0.229, -0.243, 0.160], [-0.273, -0.544, 0.009], [0.733, 1.236, 0.840], [1.944, 0.012, -1.004], [-0.818, 1.414, -0.925], [-0.224, -0.142, -0.090], [0.643, 0.108, 0.230], [0.473, 0.989, -0.835], [-0.482, 1.626, 0.824], [0.393, -0.910, -0.538], [-1.021, -0.040, 0.145], [-0.451, 0.525, 0.493], [0.205, 0.194, 0.264], [-2.068, 0.711, -1.140], [0.582, 1.400, 0.387], [0.106, -0.151, -0.646], [0.515, -0.765, 0.311], [0.344, -0.696, 0.365], [1.335, 0.127, -0.244], [0.186, -0.179, 1.126], [-0.064, -0.130, -0.335], [-0.838, -0.248, 0.243]], "e_tot_ha": -8834.54420, "lumo_energy_ha": [-0.017, -0.013], "s_squared": 12.612, "multiplicity": 7, "total_charge": 0, "orbital_gap_ev": [7.33, 7.45]}